(1)
Here is 2 unconnected molecules or ions with the total composition C2H9N3O2 at a distorted geometry from the OMol25 dataset. Energies are from ωB97M-V with the def2-TZVPD basis set.

```
16
Properties=species:S:1:pos:R:3:nbo_charge:R:1
O 2.709 -0.327 -0.925 -0.58
O 1.281 1.321 1.088 -0.62
N 1.296 -0.201 -0.785 -0.53
N 0.687 -0.828 1.534 -0.88
N -1.245 -0.354 -0.021 -0.85
C 0.824 0.261 0.698 0.83
C -1.917 0.787 -0.648 -0.41
H -0.736 -0.963 -0.749 0.40
H -2.879 0.491 -1.074 0.18
H -1.831 -0.765 0.699 0.38
H 0.944 -0.179 -1.736 0.38
H 3.082 0.257 -0.236 0.47
H -1.291 1.136 -1.467 0.20
H 0.919 -0.627 2.494 0.42
H 0.211 -1.581 1.035 0.41
H -2.054 1.573 0.092 0.20
```

Properties
SMILES string: NC(=O)NO.CN
Relative energy (zero: lowest compared OMol25 entry of this formula, charge and spin) (kJ/mol): 453.0
HOMO (eV): -8.1
Calculated total energy (Eh): -396.2072
LUMO level (Eh): 0.0278
Strongest force on any atom (hartree/bohr): 0.0782

---

(2)
Here is a gas-phase ion, C3H10N3Si (charge +1) at a distorted geometry from the OMol25 dataset. Energies are from ωB97M-V with the def2-TZVPD basis set.

```
17
Properties=species:S:1:pos:R:3:nbo_charge:R:1
Si 0.360 -0.623 -0.092 1.82
N -1.994 3.122 0.305 -0.40
N -0.625 1.410 -0.316 -0.22
N -1.214 2.296 0.054 0.36
C -1.258 -1.546 0.225 -1.16
C 1.450 -0.235 1.398 -1.16
C 1.103 -0.654 -1.822 -1.16
H 1.818 -1.471 -1.918 0.28
H -1.721 -1.247 1.165 0.27
H 2.029 -1.112 1.682 0.28
H -1.891 3.996 0.780 0.44
H 1.633 0.265 -2.057 0.28
H 2.162 0.559 1.193 0.27
H 0.869 0.051 2.273 0.27
H -1.981 -1.393 -0.575 0.27
H 0.340 -0.801 -2.582 0.27
H -1.080 -2.618 0.287 0.28
```

Properties
SMILES string: C[Si](C)(C)N=[N+]=N
Relative energy (zero: lowest compared OMol25 entry of this formula, charge and spin) (kJ/mol): 103.2
HOMO (eV): -15.1
Calculated total energy (Eh): -573.7650
LUMO level (Eh): -0.1310
Strongest force on any atom (hartree/bohr): 0.0457
Total charge: +1

---

(3)
Here is 5 unconnected molecules or ions with the total composition C24H61N3O8 at a distorted geometry from the OMol25 dataset. Energies are from ωB97M-V with the def2-TZVPD basis set.

```
96
Properties=species:S:1:pos:R:3:mulliken_charge:R:1
O -1.725 1.955 -2.710 -0.17
O -1.299 0.704 0.271 2.03
O -3.829 -2.808 2.349 -0.54
O -5.455 1.135 2.257 -0.29
O 8.862 0.451 -2.239 -0.31
O 2.806 0.394 -1.660 -0.45
O 1.454 -1.134 2.233 -0.47
O -0.569 -2.458 -3.202 -0.53
N -3.766 1.609 -0.891 -0.39
N 5.436 0.658 -1.070 -0.28
N -1.912 -1.855 0.155 -0.56
C -0.350 1.270 1.208 2.01
C -6.781 1.736 2.270 -0.80
C -4.613 1.727 1.309 -0.90
C 3.289 -1.939 3.503 -1.24
C -2.957 1.639 -3.198 -1.07
C 1.466 0.774 -1.677 -1.35
C -1.435 3.308 -2.499 -0.83
C -4.996 -2.270 1.764 -0.68
C 9.672 1.048 -3.237 -0.80
C 4.693 -0.210 -0.229 -0.89
C -0.870 1.020 2.649 -1.02
C 0.884 -2.515 4.182 -1.04
C 6.801 0.136 -1.183 -0.72
C -3.700 0.846 -2.159 0.08
C -2.816 -1.831 2.391 -0.22
C -1.215 -2.112 -4.414 -0.69
C 7.597 1.067 -2.091 -0.44
C 3.300 0.348 -0.324 0.32
C 1.789 -1.514 3.598 0.31
C -0.833 -2.235 -0.694 -0.51
C -0.309 2.765 0.890 -1.62
C -1.198 -1.812 -2.110 -0.33
C -1.698 -2.297 1.502 0.42
C -4.410 0.838 0.107 1.18
H 0.612 0.784 1.068 -0.84
H 6.751 -0.805 -1.662 0.35
H 3.488 -2.947 3.181 0.35
H 0.429 3.276 1.531 0.40
H -1.303 3.186 0.934 0.31
H -1.290 -0.274 0.342 -1.04
H -1.602 -3.396 1.592 0.71
H -2.299 -2.429 -4.295 0.28
H -2.879 1.076 -4.092 0.48
H 3.736 -1.796 4.517 0.44
H 9.392 0.792 -4.274 0.29
H -3.645 1.869 1.831 -0.26
H -0.716 -1.907 1.850 -1.13
H -6.746 2.776 2.620 0.30
H 2.647 -0.317 0.332 -0.07
H 0.911 -3.523 3.686 0.25
H -1.854 1.477 2.968 0.20
H -0.413 3.282 -2.106 0.11
H 0.047 -1.740 -0.431 -0.11
H 0.748 0.072 -1.375 0.40
H -4.936 2.696 1.023 0.68
H -2.698 -2.548 -0.021 0.50
H -1.214 -1.080 -4.687 0.21
H -3.763 0.030 0.329 -0.82
H 3.862 -1.207 2.888 0.19
H -4.959 -2.006 0.690 0.14
H -3.519 2.526 -3.418 0.49
H -2.540 -1.763 3.426 0.50
H -1.496 3.829 -3.402 0.40
H -3.181 -0.076 -1.872 -0.39
H 1.716 -0.639 4.218 0.35
H 4.806 -1.263 -0.578 0.42
H -0.127 1.468 3.352 0.43
H 1.174 1.177 -2.653 0.38
H -2.265 -1.946 -2.311 0.72
H 9.641 2.111 -3.182 0.33
H -5.367 0.435 -0.175 0.65
H 1.282 1.633 -1.131 0.60
H 1.496 -1.904 1.668 0.17
H -2.777 1.696 -0.630 -0.23
H 7.600 2.052 -1.710 0.41
H -2.166 3.735 -1.782 0.35
H -0.815 -2.665 -5.229 0.34
H -7.304 1.653 1.317 0.35
H -5.289 -1.404 2.352 0.33
H -0.107 -2.127 4.071 0.13
H 3.300 1.310 0.203 0.23
H -4.667 0.440 -2.403 0.59
H -0.866 -0.027 2.752 -0.08
H -5.676 -3.037 1.912 0.41
H -1.026 -0.789 -2.215 -0.30
H 10.675 0.738 -3.184 0.30
H 4.954 -0.293 0.843 0.27
H -7.488 1.244 2.990 0.27
H -3.245 -0.850 2.135 -0.15
H 5.022 0.650 -1.977 0.28
H 7.275 0.094 -0.223 0.31
H -0.797 -3.337 -0.722 0.67
H 1.006 -2.660 5.259 0.43
H 0.001 3.073 -0.126 0.23
H 7.108 1.148 -3.111 0.29
```

Properties
SMILES string: COCCNCCOC.COCCNCCOC.COCCNCCOC.CC(C)O.CC(C)O
Relative energy (zero: lowest compared OMol25 entry of this formula, charge and spin) (kJ/mol): 214.4
HOMO (eV): -8.3
Calculated total energy (Eh): -1716.9553
LUMO level (Eh): 0.0264
Strongest force on any atom (hartree/bohr): 0.0720

---

(4)
Here is a single C3H5FS2 molecule at a distorted geometry from the OMol25 dataset. Energies are from ωB97M-V with the def2-TZVPD basis set.

```
11
Properties=species:S:1:pos:R:3:nbo_charge:R:1
S 1.722 -1.826 -0.092 0.08
S -2.134 -1.064 -0.315 0.01
F 0.357 1.763 0.177 -0.37
C 0.719 -0.528 0.015 -0.09
C -0.631 -0.572 0.643 -0.63
C 1.017 0.828 -0.613 -0.03
H -0.863 0.390 1.131 0.26
H -0.464 -1.149 1.567 0.25
H 0.587 0.878 -1.632 0.20
H -2.385 0.227 -0.373 0.12
H 2.075 1.054 -0.510 0.20
```

Properties
SMILES string: FCC(=S)CS
Relative energy (zero: lowest compared OMol25 entry of this formula, charge and spin) (kJ/mol): 79.6
HOMO (eV): -9.1
Calculated total energy (Eh): -1013.4970
LUMO level (Eh): -0.0292
Strongest force on any atom (hartree/bohr): 0.0498

---

(5)
Here is a molecular structure, C26H24N7NiO4 from the OMol25 dataset. Energies are from ωB97M-V with the def2-TZVPD basis set.

```
62
Properties=species:S:1:pos:R:3:nbo_charge:R:1
Ni 0.292 0.688 -1.082 1.22
O 1.213 3.344 -0.696 -0.56
O -3.652 0.627 -7.672 -0.65
O -3.109 -1.515 -7.771 -0.54
O -0.718 3.209 -1.822 -0.65
N -1.661 -0.065 2.514 -0.34
N -0.980 -0.577 4.743 -0.23
N 0.311 -0.159 4.805 -0.04
N 0.775 0.142 -2.995 -0.53
N 1.014 -1.037 5.400 -0.18
N 2.292 0.328 -0.829 -0.51
N -0.722 0.089 0.549 -0.63
C 5.041 0.068 -0.930 -0.13
C -0.212 1.948 2.157 -0.70
C -1.901 0.160 3.930 -0.04
C -0.140 0.001 -4.078 0.19
C -2.105 0.781 -5.194 -0.17
C 3.018 0.468 0.271 0.09
C 4.402 0.342 0.264 -0.22
C 2.021 -0.061 -3.158 0.16
C -0.007 -1.031 -5.004 -0.26
C -1.198 0.896 -4.152 -0.25
C -1.095 -1.818 5.303 0.15
C -1.974 -0.234 -6.135 -0.16
C -0.852 0.678 1.726 0.44
C 0.488 -3.291 6.409 -0.17
C 4.282 -0.075 -2.085 -0.19
C -0.550 -4.171 6.596 -0.22
C 2.911 0.062 -1.992 0.11
C 1.139 4.777 -0.832 -0.28
C -0.931 -1.147 -6.025 -0.14
C 0.196 -2.097 5.743 0.03
C -2.158 -2.705 5.491 -0.26
C -1.469 -1.077 0.592 -0.07
C -2.047 -1.187 1.808 -0.08
C 0.191 2.646 -1.253 0.40
C -1.854 -3.879 6.141 -0.17
C -2.951 -0.446 -7.259 0.77
H 6.117 -0.033 -0.968 0.24
H 1.130 5.059 -1.883 0.20
H 2.450 -0.296 -4.130 0.21
H -0.870 -1.956 -6.741 0.25
H 1.490 -3.500 6.758 0.24
H -0.375 -5.108 7.107 0.23
H -2.640 -4.602 6.317 0.23
H 0.783 -1.763 -4.902 0.22
H 2.478 0.685 1.184 0.22
H -3.329 1.438 -7.263 0.48
H 0.436 2.322 1.368 0.26
H 2.024 5.169 -0.341 0.20
H -3.166 -2.489 5.163 0.22
H -2.916 -0.144 4.174 0.23
H -2.937 1.473 -5.232 0.22
H -2.686 -1.941 2.232 0.24
H -1.295 1.690 -3.418 0.26
H -1.541 -1.743 -0.251 0.23
H -0.966 2.713 2.354 0.25
H 0.368 1.791 3.067 0.26
H 0.237 5.159 -0.359 0.19
H -1.789 1.221 4.137 0.24
H 4.954 0.459 1.185 0.25
H 4.744 -0.287 -3.040 0.24
```

Properties
Relative energy (zero: lowest compared OMol25 entry of this formula, charge and spin) (kJ/mol): 0.0
Spin multiplicity: 3
HOMO (spin up / spin down) (eV): -11.0 / -11.5
Calculated total energy (Eh): -3197.5653
LUMO level (spin up / spin down) (Eh): -0.1440 / -0.1521
<S²>: 2.01
Strongest force on any atom (hartree/bohr): 0.0011
Total charge: +1